<i>
DFT (wB97M-V/def2-TZVPD) results for an isolated molecule of C7H8S.

Output
- SMILES = Cc1csc2c1[C@@H]2C
- HOMO level (eV) = -8.643
- lowest unoccupied orbital energy (eV) = 0.8
- HOMO-LUMO gap (eV) = 9.4123

The geometry in ORCA input format:
```
! RIJCOSX wB97M-V def2-TZVPD def2/J DEFGRID3
* xyz 0 1
S -0.22 -0.69 -2.53
C 0.44 2.60 0.25
C 0.99 1.26 -0.20
C -0.33 -1.23 -0.03
C -0.67 -1.73 -1.26
C -0.54 -1.97 1.22
C 0.11 0.10 -0.22
C 0.19 0.62 -1.49
H 1.13 3.48 0.00
H 0.18 -1.90 2.05
H -0.71 -3.07 1.05
H -1.41 -1.38 1.56
H -0.97 -2.69 -1.41
H 0.15 2.64 1.34
H -0.35 2.82 -0.32
H 2.01 1.14 -0.02
*
```

<ii>
DFT (wB97M-V/def2-TZVPD) results for a structure of composition C7H8S.

Output
- HOMO level (eV) = -8.286
- lowest unoccupied orbital energy (eV) = 0.7
- HOMO-LUMO gap (eV) = 8.9922

The geometry in ORCA input format:
```
! RIJCOSX wB97M-V def2-TZVPD def2/J DEFGRID3
* xyz 0 1
S 0.39 2.02 -1.35
C -0.27 0.47 -1.28
C 1.98 -0.15 -0.39
C 1.50 -0.44 0.83
C 0.18 -0.21 1.34
C -2.24 -0.12 0.75
C -0.77 -0.02 0.54
C 1.23 0.39 -1.45
H -2.69 0.39 1.59
H 2.18 -0.97 1.46
H -2.43 -1.18 0.77
H 0.12 -0.30 2.36
H 1.72 0.35 -2.44
H -1.14 -0.03 -1.90
H -2.78 0.21 -0.12
H 3.02 -0.42 -0.71
*
```

Name the most stable of them. <ii>.

<i>
DFT (wB97M-V/def2-TZVPD) results for an isolated molecule of C5H7N.

Output
- SMILES = N#CC1CCC1
- HOMO level (eV) = -9.184
- lowest unoccupied orbital energy (eV) = 0.9
- HOMO-LUMO gap (eV) = 10.1017

The geometry in ORCA input format:
```
! RIJCOSX wB97M-V def2-TZVPD def2/J DEFGRID3
* xyz 0 1
N 2.42 -0.10 1.56
C -0.51 -0.96 -0.06
C 0.80 -0.33 -0.52
C 1.73 -0.21 0.63
C 0.12 1.02 -0.78
C -1.11 0.35 0.42
H -2.22 0.41 0.33
H -0.96 1.11 -0.94
H -0.80 0.74 1.38
H -0.45 -1.75 0.68
H -1.03 -1.32 -0.96
H 0.67 1.89 -0.44
H 1.33 -0.85 -1.32
*
```

<ii>
DFT (wB97M-V/def2-TZVPD) results for an isolated molecule of C5H7N.

Output
- SMILES = N#CCC1CC1
- HOMO level (eV) = -10.904
- lowest unoccupied orbital energy (eV) = 0.9
- HOMO-LUMO gap (eV) = 11.8534

The geometry in ORCA input format:
```
! RIJCOSX wB97M-V def2-TZVPD def2/J DEFGRID3
* xyz 0 1
N 0.99 2.18 1.74
C -0.52 1.24 -0.19
C 0.34 -1.13 0.61
C -0.62 -0.29 -0.18
C 0.40 -1.13 -0.89
C 0.32 1.78 0.88
H 0.06 -2.01 -1.43
H -1.52 1.68 -0.08
H 1.23 -0.61 -1.36
H -1.64 -0.66 -0.22
H -0.05 -2.02 1.11
H 1.13 -0.62 1.15
H -0.13 1.60 -1.15
*
```

<iii>
DFT (wB97M-V/def2-TZVPD) results for an isolated molecule of C5H7N.

Output
- SMILES = Cc1cc[nH]c1
- HOMO level (eV) = -8.075
- lowest unoccupied orbital energy (eV) = 1.1
- HOMO-LUMO gap (eV) = 9.1754

The geometry in ORCA input format:
```
! RIJCOSX wB97M-V def2-TZVPD def2/J DEFGRID3
* xyz 0 1
N 0.27 -1.74 0.05
C 0.29 -1.25 1.31
C -0.04 -0.73 -0.84
C -0.05 0.45 -0.11
C -0.15 0.05 1.25
C -0.27 1.74 -0.87
H -0.47 1.50 -1.90
H -0.32 0.64 2.14
H 0.24 -0.88 -1.87
H -1.07 2.31 -0.41
H 0.58 2.42 -0.75
H 0.52 -1.83 2.19
H 0.46 -2.70 -0.18
*
```

<iv>
DFT (wB97M-V/def2-TZVPD) results for a structure of composition C5H7N.

Output
- HOMO level (eV) = -7.989
- lowest unoccupied orbital energy (eV) = 0.7
- HOMO-LUMO gap (eV) = 8.6814

The geometry in ORCA input format:
```
! RIJCOSX wB97M-V def2-TZVPD def2/J DEFGRID3
* xyz 0 1
N -1.82 -0.33 -0.36
C -0.46 -0.96 -0.24
C 0.36 0.14 0.02
C 1.85 0.07 0.22
C -1.82 1.04 -0.11
C -0.45 1.28 0.10
H 2.17 -0.92 0.55
H -0.06 2.27 0.33
H 2.18 0.80 0.97
H -1.48 -0.90 0.65
H 2.37 0.30 -0.72
H -0.25 -1.94 -0.64
H -2.59 -0.85 -0.76
*
```

Name the most stable of them. <iii>.

<i>
DFT (wB97M-V/def2-TZVPD) results for an isolated molecule of C5H7N.

Output
- SMILES = C#CCN1CC1
- HOMO level (eV) = -9.475
- lowest unoccupied orbital energy (eV) = 0.5
- HOMO-LUMO gap (eV) = 10.0134

The geometry in ORCA input format:
```
! RIJCOSX wB97M-V def2-TZVPD def2/J DEFGRID3
* xyz 0 1
N 0.00 -1.18 0.60
C -1.25 -0.85 -0.07
C -1.03 -0.35 1.19
C 1.14 1.96 -1.43
C 0.88 1.02 -0.47
C 1.17 -0.38 0.09
H -1.11 -0.21 -0.98
H 2.00 -0.14 0.82
H 0.66 2.75 -2.26
H 1.78 -0.92 -0.61
H -1.67 -0.59 2.02
H -1.78 -1.83 -0.12
H -0.80 0.73 1.22
*
```

<ii>
DFT (wB97M-V/def2-TZVPD) results for an isolated molecule of C5H7N.

Output
- HOMO level (eV) = -7.714
- lowest unoccupied orbital energy (eV) = 0.8
- HOMO-LUMO gap (eV) = 8.4693

The geometry in ORCA input format:
```
! RIJCOSX wB97M-V def2-TZVPD def2/J DEFGRID3
* xyz 0 1
N 1.70 -1.06 -0.20
C -1.30 -0.01 -0.01
C -2.59 -0.16 0.46
C 2.05 0.24 0.34
C 1.13 0.14 -0.83
C -0.29 0.41 -0.66
H 0.98 -1.50 0.37
H 1.54 0.36 -1.81
H -2.89 0.31 1.39
H -3.28 -0.82 -0.06
H -1.75 1.02 -0.44
H 1.62 0.56 1.29
H 3.08 0.54 0.18
*
```

Name the most stable of them. <i>.

<i>
DFT (wB97M-V/def2-TZVPD) results for an isolated molecule of C5H7N.

Output
- SMILES = Cc1ccc[nH]1
- HOMO level (eV) = -7.976
- lowest unoccupied orbital energy (eV) = 1.1
- HOMO-LUMO gap (eV) = 9.0320

The geometry in ORCA input format:
```
! RIJCOSX wB97M-V def2-TZVPD def2/J DEFGRID3
* xyz 0 1
N -0.35 -1.06 -0.01
C -0.40 1.15 0.05
C 1.93 -0.02 -0.09
C -1.67 -0.70 0.05
C -1.74 0.67 0.08
C 0.44 0.07 -0.01
H -2.64 1.26 0.13
H -2.45 -1.45 0.06
H 2.38 0.92 0.24
H 2.27 -0.22 -1.11
H -0.01 -2.01 -0.02
H 2.32 -0.82 0.56
H -0.08 2.19 0.07
*
```

<ii>
DFT (wB97M-V/def2-TZVPD) results for a cluster of 2 separate species, C5H7N in total.

Output
- SMILES = CC1=CC1.C#N
- HOMO level (eV) = -8.330
- lowest unoccupied orbital energy (eV) = 0.9
- HOMO-LUMO gap (eV) = 9.2128

The geometry in ORCA input format:
```
! RIJCOSX wB97M-V def2-TZVPD def2/J DEFGRID3
* xyz 0 1
N -2.38 -0.12 -0.27
C -2.96 -1.03 -0.59
C 1.78 1.59 0.11
C 0.26 1.47 0.23
C 0.92 0.29 0.17
C 0.64 -1.18 0.22
H 2.40 1.73 0.95
H 0.34 -1.38 1.23
H 2.34 1.83 -0.81
H 1.41 -1.81 -0.11
H -0.78 1.73 0.09
H -3.75 -1.77 -0.89
H -0.23 -1.36 -0.33
*
```

Name the most stable of them. <i>.

<i>
DFT (wB97M-V/def2-TZVPD) results for an isolated molecule of C4H6O4.

Output
- SMILES = C=CC(O)(O)C(=O)O
- HOMO level (eV) = -10.188
- lowest unoccupied orbital energy (eV) = 0.6
- HOMO-LUMO gap (eV) = 10.8015

The geometry in ORCA input format:
```
! RIJCOSX wB97M-V def2-TZVPD def2/J DEFGRID3
* xyz 0 1
O 1.56 0.40 0.47
O 1.08 -1.15 -1.30
O 0.44 -2.22 1.01
O -0.79 -0.46 1.65
C -1.12 1.59 -0.45
C 0.52 -0.30 -0.39
C -0.50 0.58 -1.04
C 0.09 -1.07 0.86
H -0.97 1.82 0.59
H -0.65 0.34 -2.09
H 1.41 -1.92 -0.79
H 1.77 1.24 0.04
H -1.84 2.18 -0.98
H -1.00 -1.03 2.41
*
```

<ii>
DFT (wB97M-V/def2-TZVPD) results for a structure of composition C4H6O4.

Output
- HOMO level (eV) = -9.926
- lowest unoccupied orbital energy (eV) = 0.4
- HOMO-LUMO gap (eV) = 10.3638

The geometry in ORCA input format:
```
! RIJCOSX wB97M-V def2-TZVPD def2/J DEFGRID3
* xyz 0 1
O -0.08 0.99 0.33
O 2.12 1.26 -0.07
O -1.84 -0.53 -0.02
O 2.81 -0.91 -0.26
C -0.51 -1.27 -0.08
C -1.41 0.81 -0.31
C 1.87 -0.16 0.16
C 0.46 -0.38 0.66
H 0.15 -0.49 1.77
H -2.12 1.45 0.37
H -0.02 -1.29 -1.10
H -0.73 -2.27 0.12
H -1.56 1.25 -1.34
H 0.87 1.55 -0.24
*
```

Name the most stable of them. <i>.

<i>
DFT (wB97M-V/def2-TZVPD) results for the ion C5H10NO with charge +1.

Output
- SMILES = C[C@H](O)[N+]1(C)C=C1
- HOMO level (eV) = -15.021
- lowest unoccupied orbital energy (eV) = -3.7
- HOMO-LUMO gap (eV) = 11.3615

The geometry in ORCA input format:
```
! RIJCOSX wB97M-V def2-TZVPD def2/J DEFGRID3
* xyz 1 1
O 1.30 0.28 1.34
N -0.73 0.05 0.21
C 0.90 0.56 0.10
C -1.32 0.45 1.49
C -1.17 -0.82 1.28
C -1.38 0.42 -1.07
C 1.70 -0.12 -1.07
H -2.48 0.40 -0.74
H -1.27 -0.30 -1.82
H -1.47 1.32 2.06
H 0.80 1.63 -0.07
H 1.65 -0.64 1.27
H 1.44 0.05 -2.15
H -0.85 1.34 -1.45
H 1.54 -1.19 -0.94
H -1.19 -1.81 1.62
H 2.79 0.01 -0.79
*
```

<ii>
DFT (wB97M-V/def2-TZVPD) results for the ion C5H10NO with charge +1.

Output
- SMILES = C=CCCC([NH3+])=O
- HOMO level (eV) = -13.485
- lowest unoccupied orbital energy (eV) = -4.1
- HOMO-LUMO gap (eV) = 9.3996

The geometry in ORCA input format:
```
! RIJCOSX wB97M-V def2-TZVPD def2/J DEFGRID3
* xyz 1 1
O -2.47 1.29 -0.11
N -2.58 -1.12 -0.10
C 2.90 -0.32 -0.35
C -1.87 0.29 -0.06
C 2.19 0.64 0.17
C -0.45 0.01 0.33
C 0.69 1.08 -0.08
H 2.75 -0.87 -1.21
H -2.28 -1.56 -1.01
H -2.14 -1.64 0.63
H 0.68 1.88 0.65
H -0.55 0.00 1.35
H -3.65 -1.04 -0.07
H 3.99 -0.33 -0.05
H -0.12 -0.98 -0.04
H 2.52 1.18 1.03
H 0.41 1.51 -1.09
*
```

Name the most stable of them. <ii>.